No. 1
Formula: C36H86O20
Source: the Open Molecules 2025 dataset
Level of theory: ωB97M-V with the def2-TZVPD basis set

Each line ends with the Löwdin charge.
Atoms and positions in Å:
C  5.70  -3.24  -3.60  -0.16
C  6.45  -2.00  -4.36  -0.27
C  5.52  -0.67  -4.60  -0.23
C  4.68  -0.33  -3.23  -0.24
C  3.85  1.07  -3.26  -0.21
C  3.54  1.73  -1.79  -0.20
C  3.10  0.67  -0.62  -0.20
C  1.58  0.94  0.00  -0.20
C  0.39  0.93  -1.15  -0.18
C  -0.83  -0.16  -0.80  -0.12
C  -0.81  -1.27  -2.01  -0.21
C  -1.55  -2.72  -1.81  -0.11
O  -1.91  -3.19  -3.19  -0.16
C  -1.22  -2.39  -4.21  -0.23
C  0.32  -2.74  -4.64  -0.13
O  0.68  -4.17  -4.60  -0.07
C  0.97  -4.64  -3.24  -0.27
C  1.90  -3.89  -2.11  -0.03
O  0.46  -5.85  -2.88  -0.04
C  -1.31  -0.87  -3.51  -0.14
C  -2.83  -0.28  -3.74  -0.14
O  -3.75  -0.51  -2.62  -0.23
C  -4.27  0.75  -2.05  -0.23
C  -4.65  0.44  -0.47  -0.09
H  4.57  -3.39  -3.93  0.08
H  6.31  -4.23  -3.85  0.08
H  5.74  -3.07  -2.42  0.08
H  6.79  -2.41  -5.43  0.11
H  7.44  -1.69  -3.80  0.11
H  4.78  -0.79  -5.53  0.12
H  6.26  0.25  -4.81  0.12
H  3.87  -1.20  -3.12  0.08
H  5.37  -0.46  -2.26  0.12
H  2.87  0.96  -3.93  0.11
H  4.52  1.86  -3.84  0.11
H  2.62  2.47  -1.94  0.10
H  4.44  2.45  -1.47  0.12
H  3.11  -0.46  -0.94  0.10
H  3.83  0.85  0.30  0.10
H  1.36  0.00  0.70  0.10
H  1.56  1.88  0.70  0.11
H  0.86  0.74  -2.22  0.11
H  -0.09  2.02  -1.14  0.09
H  -0.63  -0.75  0.21  0.13
H  -1.81  0.49  -0.76  0.09
H  0.36  -1.52  -2.06  0.12
H  -2.63  -2.59  -1.34  0.12
H  -1.04  -3.53  -1.14  0.13
H  -1.86  -2.56  -5.20  0.17
H  1.09  -2.04  -4.05  0.12
H  0.43  -2.40  -5.78  0.15
H  2.86  -4.52  -1.81  0.11
H  2.30  -2.83  -2.42  0.05
H  1.24  -3.80  -1.13  0.10
H  -0.62  -0.22  -4.19  0.15
H  -2.75  0.85  -4.06  0.13
H  -3.29  -0.85  -4.68  0.14
H  -3.39  1.53  -2.07  0.11
H  -5.18  1.21  -2.66  0.13
H  -3.75  -0.04  0.11  0.08
H  -4.91  1.46  0.03  0.06
H  -5.56  -0.29  -0.35  0.08
O  -5.57  -2.93  -0.65  -0.09
C  -6.39  -3.98  -1.17  -0.23
C  -5.63  -5.29  -1.08  -0.23
O  -5.27  -5.55  0.27  -0.08
H  -4.84  -2.79  -1.28  0.07
H  -7.29  -4.01  -0.55  0.11
H  -6.67  -3.74  -2.20  0.12
H  -6.24  -6.13  -1.44  0.12
H  -4.70  -5.24  -1.66  0.12
H  -5.05  -4.68  0.66  0.08
O  7.27  -0.80  2.08  -0.08
C  6.54  0.43  2.24  -0.23
C  6.93  1.38  1.11  -0.23
O  6.65  0.78  -0.15  -0.10
H  8.20  -0.61  2.28  0.11
H  5.48  0.18  2.18  0.12
H  6.76  0.85  3.22  0.11
H  6.37  2.32  1.18  0.12
H  8.00  1.60  1.14  0.12
H  6.86  -0.17  -0.04  0.08
O  -1.77  6.06  -2.60  -0.08
C  -0.57  6.23  -1.84  -0.23
C  -0.09  4.86  -1.36  -0.25
O  0.13  4.01  -2.48  -0.10
H  -2.47  5.79  -1.98  0.10
H  0.17  6.69  -2.50  0.13
H  -0.77  6.90  -1.00  0.12
H  0.84  4.95  -0.79  0.12
H  -0.85  4.38  -0.73  0.11
H  -0.57  4.23  -3.13  0.09
O  -5.87  2.57  1.99  -0.09
C  -6.91  3.51  1.71  -0.23
C  -7.48  4.02  3.03  -0.24
O  -6.44  4.63  3.79  -0.08
H  -6.29  1.77  2.36  0.11
H  -6.47  4.32  1.14  0.11
H  -7.68  3.02  1.10  0.12
H  -8.27  4.77  2.85  0.12
H  -7.89  3.20  3.62  0.12
H  -5.64  4.09  3.63  0.09
O  5.53  -2.22  4.49  -0.09
C  4.71  -3.28  3.97  -0.24
C  5.47  -4.59  4.06  -0.25
O  5.83  -4.85  5.41  -0.08
H  6.26  -2.09  3.86  0.07
H  3.81  -3.31  4.59  0.12
H  4.43  -3.04  2.94  0.12
H  4.86  -5.43  3.70  0.12
H  6.40  -4.54  3.48  0.11
H  6.05  -3.98  5.80  0.08
O  -4.44  6.74  1.32  -0.09
C  -5.48  7.68  1.04  -0.24
C  -6.05  8.20  2.36  -0.24
O  -5.01  8.80  3.13  -0.07
H  -4.86  5.95  1.69  0.07
H  -5.04  8.50  0.47  0.12
H  -6.25  7.19  0.44  0.11
H  -6.84  8.94  2.19  0.12
H  -6.46  7.38  2.95  0.10
H  -4.21  8.26  2.97  0.08
O  9.29  2.63  7.04  -0.08
C  7.97  2.55  6.50  -0.24
C  7.93  3.28  5.16  -0.25
O  8.89  2.70  4.27  -0.09
H  9.44  3.56  7.30  0.10
H  7.75  1.49  6.37  0.12
H  7.27  2.98  7.22  0.12
H  6.94  3.21  4.71  0.12
H  8.20  4.33  5.29  0.11
H  9.66  2.46  4.82  0.09
O  -7.97  -4.70  2.69  -0.09
C  -8.79  -5.76  2.17  -0.24
C  -8.03  -7.07  2.26  -0.24
O  -7.67  -7.33  3.62  -0.08
H  -7.24  -4.57  2.06  0.08
H  -9.69  -5.79  2.79  0.12
H  -9.07  -5.52  1.14  0.11
H  -8.64  -7.91  1.90  0.12
H  -7.10  -7.02  1.68  0.10
H  -7.45  -6.46  4.01  0.08

The structure (SMILES) is CCCCCCCCCC[C@H]1CO[C@H](COC(C)=O)[C@H]1COCC.OCCO.OCCO.OCCO.OCCO.OCCO.OCCO.OCCO.OCCO. As for the energy: -79662.22121 eV. The LUMO energy is 0.06 eV. Its spin multiplicity is 1. As for the HOMO energy: -9.7 eV. The HOMO-LUMO gap is 9.72 eV.


No. 2
Formula: C36H88BN8O16
Source: the Open Molecules 2025 dataset
Level of theory: ωB97M-V with the def2-TZVPD basis set

Each line ends with the Löwdin charge.
Atoms and positions in Å:
O  3.47  -0.80  3.81  -0.04
C  2.38  -0.76  3.22  -0.45
O  2.24  -0.48  1.93  0.15
B  0.78  -0.39  1.63  -0.94
O  0.11  -0.53  2.93  0.13
C  1.00  -0.97  3.86  -0.44
O  0.79  -1.38  5.01  -0.06
O  0.48  -1.41  0.64  0.23
C  -0.18  -0.79  -0.34  -0.37
O  -0.80  -1.40  -1.18  0.10
C  -0.17  0.72  -0.11  -0.39
O  0.48  0.91  1.02  0.23
O  -0.57  1.54  -0.89  0.11
C  -2.75  -0.93  -8.88  -0.06
C  -1.56  -0.47  -7.92  -0.39
C  -1.88  -0.24  -6.40  -0.19
O  -1.92  -1.56  -5.82  -0.21
C  -1.95  -1.55  -4.33  -0.04
N  -0.46  -1.43  -8.16  0.03
H  -2.48  -0.67  -9.90  0.06
H  -3.70  -0.45  -8.66  0.06
H  -2.76  -2.02  -8.82  0.06
H  -1.28  0.55  -8.19  0.12
H  -2.76  0.34  -6.13  0.11
H  -1.11  0.33  -5.89  0.09
H  -1.45  -0.73  -3.83  0.07
H  -1.55  -2.42  -3.81  0.07
H  -2.99  -1.49  -4.00  0.06
H  0.35  -0.91  -7.83  0.06
H  -0.66  -2.19  -7.53  0.06
C  -2.46  1.41  6.07  -0.05
C  -2.97  1.12  4.64  -0.43
C  -3.13  -0.38  4.25  -0.15
O  -3.54  -0.62  2.85  -0.23
C  -3.67  -2.04  2.68  -0.09
N  -4.23  1.77  4.34  0.02
H  -3.13  1.07  6.86  0.07
H  -2.38  2.50  6.04  0.07
H  -1.50  0.92  6.25  0.08
H  -2.23  1.47  3.92  0.13
H  -3.88  -0.85  4.89  0.11
H  -2.20  -0.87  4.52  0.11
H  -4.34  -2.56  3.37  0.08
H  -2.69  -2.53  2.77  0.09
H  -4.05  -2.20  1.68  0.08
H  -4.28  2.77  4.17  0.06
H  -4.47  1.43  3.42  0.02
C  -0.85  2.70  -4.29  -0.03
C  -1.98  3.73  -3.77  -0.38
C  -3.39  3.35  -4.13  -0.23
O  -3.56  3.04  -5.48  -0.21
C  -3.65  4.27  -6.27  -0.08
N  -1.72  3.89  -2.33  0.05
H  -0.77  2.48  -5.35  0.05
H  -1.04  1.77  -3.76  0.06
H  0.13  3.07  -3.98  0.06
H  -1.82  4.69  -4.25  0.11
H  -4.13  4.11  -3.86  0.12
H  -3.69  2.39  -3.69  0.11
H  -2.73  4.83  -6.09  0.08
H  -4.57  4.84  -6.18  0.08
H  -3.73  3.86  -7.27  0.08
H  -0.74  4.03  -2.12  0.05
H  -1.95  3.05  -1.82  0.03
C  2.96  7.17  -0.61  -0.07
C  3.34  6.13  -1.59  -0.49
C  2.85  4.75  -1.38  -0.23
O  3.35  4.10  -0.21  -0.18
C  2.96  2.69  -0.09  -0.05
N  3.19  6.51  -2.98  0.03
H  1.87  7.19  -0.60  0.08
H  3.35  8.16  -0.83  0.07
H  3.27  6.92  0.41  0.09
H  4.40  6.11  -1.37  0.13
H  2.85  4.12  -2.27  0.12
H  1.77  4.85  -1.30  0.12
H  3.18  2.14  -1.01  0.08
H  1.90  2.74  0.15  0.08
H  3.58  2.14  0.62  0.07
H  3.46  5.73  -3.57  0.06
H  3.59  7.33  -3.41  0.06
C  -2.05  -3.90  7.16  -0.06
C  -0.59  -4.41  6.91  -0.45
C  -0.24  -5.85  7.39  -0.16
O  1.19  -6.06  7.16  -0.22
C  2.08  -5.30  7.99  -0.10
N  -0.30  -4.23  5.51  0.05
H  -2.21  -2.82  7.07  0.07
H  -2.28  -4.19  8.18  0.05
H  -2.70  -4.50  6.53  0.07
H  -0.01  -3.69  7.48  0.12
H  -0.82  -6.68  6.98  0.12
H  -0.50  -5.92  8.44  0.10
H  3.08  -5.73  7.92  0.08
H  1.75  -5.21  9.03  0.08
H  2.10  -4.30  7.56  0.08
H  0.60  -4.66  5.39  0.06
H  0.01  -3.29  5.32  0.04
C  -5.25  3.17  -0.02  -0.06
C  -4.91  1.67  0.40  -0.37
C  -4.71  0.82  -0.90  -0.15
O  -5.95  0.31  -1.57  -0.20
C  -5.53  -0.55  -2.63  -0.13
N  -3.69  1.62  1.20  0.06
H  -4.40  3.73  -0.38  0.06
H  -5.72  3.68  0.83  0.06
H  -6.00  3.20  -0.81  0.06
H  -5.76  1.29  0.97  0.13
H  -4.15  -0.04  -0.55  0.11
H  -4.04  1.18  -1.68  0.10
H  -4.77  -1.27  -2.31  0.07
H  -5.12  0.10  -3.40  0.07
H  -6.37  -1.15  -2.99  0.08
H  -2.92  1.92  0.62  0.07
H  -3.43  0.77  1.68  0.04
C  1.36  -4.36  0.28  -0.04
C  1.67  -5.18  -0.98  -0.39
C  1.02  -4.64  -2.36  -0.27
O  1.02  -5.54  -3.35  -0.18
C  0.37  -5.09  -4.57  -0.07
N  3.11  -5.39  -1.17  0.03
H  2.02  -3.53  0.51  0.08
H  1.35  -5.02  1.14  0.08
H  0.34  -3.96  0.25  0.07
H  1.06  -6.08  -0.97  0.12
H  1.68  -3.81  -2.60  0.12
H  0.02  -4.34  -2.04  0.12
H  0.78  -4.16  -4.97  0.08
H  -0.72  -5.01  -4.50  0.08
H  0.67  -5.87  -5.27  0.08
H  3.45  -4.46  -1.35  0.06
H  3.24  -5.66  -2.14  0.05
C  6.52  -0.82  3.13  -0.06
C  6.54  0.68  2.93  -0.42
C  7.49  1.12  1.83  -0.26
O  8.79  0.95  2.30  -0.18
C  9.80  1.41  1.30  -0.08
N  5.19  1.31  2.80  0.05
H  6.23  -0.96  4.17  0.08
H  7.56  -1.17  3.08  0.06
H  5.93  -1.40  2.42  0.08
H  6.88  1.14  3.86  0.13
H  7.27  2.17  1.62  0.11
H  7.35  0.71  0.83  0.12
H  9.85  0.75  0.44  0.07
H  10.67  1.42  1.96  0.08
H  9.73  2.37  0.78  0.07
H  4.55  0.78  3.37  0.03
H  5.17  2.19  3.29  0.06

As for the energy: -84114.57591 eV. The total charge is -2. The LUMO energy (spin up / spin down) is 3.53 / 3.53 eV. Its spin multiplicity is 2. As for the HOMO energy (spin up / spin down): 1.3 / -2.6 eV. The HOMO-LUMO gap (spin up / spin down) is 2.21 / 6.15 eV.